{
  "formula": "C41H51N7O4P2PtS",
  "method": "ωB97M-V/def2-TZVPD",
  "elements": ["Pt", "N", "C", "C", "C", "C", "N", "C", "N", "N", "C", "O", "O", "H", "H", "H", "H", "H", "H", "H", "H", "H", "H", "H", "H", "H", "H", "O", "P", "C", "P", "O", "C", "C", "C", "C", "C", "C", "C", "C", "C", "C", "C", "C", "C", "C", "C", "C", "C", "C", "C", "C", "C", "C", "C", "C", "H", "H", "H", "H", "H", "H", "H", "H", "H", "H", "H", "H", "H", "H", "H", "H", "H", "H", "H", "H", "H", "H", "C", "C", "C", "C", "N", "H", "H", "H", "H", "H", "H", "H", "H", "H", "N", "C", "S", "C", "C", "C", "N", "C", "C", "H", "H", "H", "H", "H", "H"],
  "positions_angstrom": [[0.372, 0.967, 0.006], [-0.712, 2.394, 1.532], [-0.051, 3.594, 2.005], [-0.896, 4.875, 1.942], [-1.557, 5.227, 0.603], [-0.603, 5.423, -0.580], [0.414, 6.419, -0.295], [1.722, 6.302, -0.502], [2.205, 5.427, -1.385], [2.549, 7.205, 0.025], [1.291, 3.803, 1.211], [1.926, 4.825, 1.422], [1.574, 2.912, 0.374], [-1.576, 2.601, 1.039], [-0.927, 1.739, 2.278], [0.270, 3.464, 3.044], [-0.237, 5.687, 2.253], [-1.695, 4.797, 2.682], [-2.130, 6.144, 0.752], [-2.272, 4.456, 0.309], [-1.181, 5.744, -1.455], [-0.124, 4.470, -0.808], [0.106, 7.198, 0.266], [1.598, 4.768, -1.840], [3.182, 5.195, -1.373], [2.261, 7.751, 0.820], [3.542, 7.081, -0.075], [-2.064, 0.435, 0.452], [-2.897, -0.531, -0.322], [-2.449, -2.281, 0.066], [-0.906, -2.212, 1.061], [0.131, -1.416, 0.341], [-1.315, -1.512, 2.674], [-2.362, -1.992, 3.451], [-2.575, -1.464, 4.712], [-1.735, -0.475, 5.204], [-0.681, -0.008, 4.432], [-0.469, -0.527, 3.167], [-0.341, -3.913, 1.317], [-1.197, -5.000, 1.427], [-0.672, -6.265, 1.616], [0.699, -6.445, 1.703], [1.553, -5.358, 1.608], [1.033, -4.092, 1.423], [-4.659, -0.296, 0.009], [-5.232, 0.816, -0.599], [-6.578, 1.078, -0.428], [-7.349, 0.235, 0.359], [-6.772, -0.857, 0.985], [-5.426, -1.128, 0.811], [-2.652, -0.326, -2.103], [-1.569, 0.416, -2.552], [-1.393, 0.624, -3.907], [-2.308, 0.105, -4.809], [-3.383, -0.645, -4.359], [-3.558, -0.868, -3.007], [-2.240, -2.830, -0.854], [-3.256, -2.785, 0.588], [-3.001, -2.781, 3.079], [-3.387, -1.832, 5.322], [-1.895, -0.080, 6.196], [-0.014, 0.742, 4.832], [0.358, -0.186, 2.549], [-2.267, -4.868, 1.367], [-1.332, -7.115, 1.695], [1.102, -7.432, 1.864], [2.620, -5.498, 1.683], [1.679, -3.229, 1.348], [-4.614, 1.455, -1.218], [-7.027, 1.927, -0.918], [-8.402, 0.431, 0.482], [-7.374, -1.508, 1.598], [-4.990, -1.986, 1.301], [-0.868, 0.848, -1.822], [-0.553, 1.199, -4.262], [-2.187, 0.289, -5.865], [-4.093, -1.047, -5.062], [-4.405, -1.432, -2.643], [0.508, -3.723, -2.222], [1.780, -2.961, -2.611], [2.999, -3.718, -2.058], [1.827, -2.858, -4.145], [1.659, -1.642, -1.997], [0.527, -4.730, -2.631], [-0.369, -3.210, -2.612], [0.418, -3.798, -1.140], [3.013, -4.730, -2.455], [2.941, -3.763, -0.972], [3.936, -3.240, -2.329], [1.376, -3.746, -4.576], [2.840, -2.791, -4.524], [1.260, -1.994, -4.487], [6.448, 1.633, -3.827], [5.617, 0.557, -3.732], [6.147, -0.894, -4.500], [4.379, 0.619, -3.078], [3.604, -0.547, -2.876], [2.416, -0.539, -2.157], [1.932, 0.627, -1.605], [2.613, 1.754, -1.910], [3.795, 1.818, -2.586], [7.367, 1.475, -4.208], [6.371, 2.372, -3.148], [3.995, -1.462, -3.281], [0.909, -1.551, -1.318], [2.168, 2.665, -1.547], [4.256, 2.774, -2.775]],
  "forces_ev_per_angstrom": [[3.010, 3.060, 0.433], [-0.316, -1.713, -0.598], [1.492, 0.726, -0.360], [-0.172, -0.233, 0.024], [0.386, -0.075, 0.034], [-0.327, -0.155, -0.177], [0.008, 0.227, 0.114], [-0.115, 0.507, -0.399], [-0.069, -0.108, -0.132], [0.141, 0.089, 0.023], [-1.988, 0.897, 1.931], [0.398, -0.418, 0.093], [0.022, -2.767, -1.938], [-0.007, -0.313, 0.089], [-0.333, 0.135, 0.023], [-0.140, -0.083, -0.091], [-0.033, -0.071, 0.093], [0.014, 0.083, 0.091], [-0.104, -0.040, -0.032], [-0.121, 0.071, -0.051], [0.093, -0.185, 0.071], [0.051, 0.043, -0.065], [0.153, 0.024, -0.022], [-0.040, 0.097, 0.057], [0.036, 0.008, 0.113], [-0.037, -0.103, 0.058], [-0.043, 0.033, -0.036], [0.206, 0.261, 0.188], [-0.834, -0.499, -0.404], [0.380, 0.533, 0.279], [-1.413, -1.082, 0.654], [0.820, 1.435, -0.535], [0.191, -0.185, -0.332], [0.077, 0.049, -0.143], [-0.056, 0.001, 0.098], [-0.063, -0.023, -0.008], [0.027, 0.032, 0.047], [0.110, 0.014, -0.059], [-0.067, 0.591, -0.024], [-0.058, 0.104, -0.055], [-0.058, -0.083, 0.029], [0.019, 0.029, 0.043], [0.036, -0.016, 0.037], [0.047, 0.140, -0.010], [0.623, -0.238, -0.308], [0.020, 0.046, -0.064], [-0.015, 0.091, -0.026], [0.046, 0.021, -0.003], [-0.094, -0.044, 0.059], [0.030, -0.021, -0.020], [-0.115, -0.056, 0.516], [0.142, 0.100, 0.281], [0.050, 0.030, -0.049], [0.047, -0.017, 0.017], [-0.079, -0.076, -0.055], [0.060, 0.039, 0.054], [0.029, 0.007, -0.018], [-0.032, -0.083, 0.129], [-0.089, -0.081, 0.020], [-0.036, -0.019, 0.021], [-0.011, 0.031, 0.051], [0.074, 0.067, 0.032], [0.015, -0.035, 0.147], [-0.163, -0.032, -0.054], [-0.077, -0.081, 0.017], [0.038, -0.132, -0.029], [0.108, -0.016, 0.020], [0.161, 0.019, -0.034], [-0.114, 0.058, -0.062], [-0.058, 0.087, -0.021], [-0.127, 0.017, 0.023], [-0.070, -0.062, 0.080], [-0.004, -0.082, 0.051], [-0.355, -0.110, -0.497], [0.130, 0.089, -0.055], [0.031, 0.000, -0.131], [-0.104, -0.063, -0.131], [-0.126, -0.073, -0.050], [0.133, 0.200, 0.076], [0.281, -0.525, -0.312], [-0.252, 0.139, -0.097], [0.019, -0.026, 0.205], [-0.145, 0.771, 0.426], [0.050, -0.015, -0.031], [-0.164, 0.086, -0.123], [0.021, -0.054, 0.056], [0.028, -0.104, -0.023], [-0.007, -0.074, 0.108], [0.100, 0.007, -0.027], [0.015, -0.115, -0.101], [0.174, 0.093, -0.117], [-0.067, 0.053, -0.048], [-1.065, -0.217, 0.790], [4.278, -2.190, -3.034], [-0.762, 1.759, 0.901], [-4.079, -0.468, 2.061], [1.725, 1.366, -0.624], [-1.513, -0.312, 0.565], [-0.257, -0.379, 0.508], [-0.351, 0.227, 0.358], [0.478, -0.599, -0.518], [-0.032, -0.130, -0.101], [0.000, 0.150, -0.051], [-0.038, -0.113, 0.042], [0.170, -0.013, -0.078], [0.062, -0.088, 0.113], [-0.065, 0.154, 0.013]],
  "e_lumo_ev": [-6.55, -6.57],
  "gap_ev": [5.71, 5.70],
  "total_charge": 2
}